No. 1
DFT (ωB97M-V/def2-TZVPD) results for an isolated ion of composition C4H8NS and charge +1.

Each line ends with the Mulliken spin population.
Geometry (Å):
S 1.51490 3.11359 -1.45837  0.505
N -1.18639 -1.00705 0.47097  0.067
C -0.08912 0.00484 0.53861  0.033
C 0.31672 1.01100 -0.43776  0.636
C 1.04690 2.14747 -0.21704  0.615
C 0.24590 -1.40274 0.36741  0.087
H -1.80152 -1.20186 -0.35267  -0.009
H 0.02121 0.74077 -1.44278  0.041
H 1.26174 2.42902 -2.58934  0.012
H 0.06803 0.39177 1.63468  0.010
H 1.52313 2.55840 0.69518  0.014
H 0.71015 -2.05616 1.20069  0.000
H -1.82685 -1.14436 1.31872  -0.003
H 0.40646 -1.92390 -0.52876  -0.009

Cartesian forces, eV/Å:
S 0.384 1.494 -1.255
N -3.315 -0.890 0.740
C 2.400 2.773 2.150
C -3.597 -4.546 -1.020
C 2.752 3.693 2.100
C 0.430 -2.773 3.073
H 1.084 0.664 0.431
H 0.232 0.169 -0.290
H -0.117 -0.386 0.178
H -0.574 -1.010 -2.054
H -0.683 -0.981 -0.311
H -1.142 1.440 -1.034
H 1.707 0.160 -1.107
H 0.438 0.192 -1.600

Output
HOMO level (alpha / beta)	-9.21 / -14.68	eV
total energy	-609.68787	Eh
energy relative to the best compared isomer or geometry (same formula, charge and spin)	1.929	eV
LUMO level (alpha / beta)	-3.42 / -5.92	eV
multiplicity	3
charge	+1

No. 2
DFT (ωB97M-V/def2-TZVPD) results for C4H8O2 in the gas phase.

Each line ends with the Mulliken charge.
Geometry (Å):
O -1.97199 1.76468 -0.60255  -0.462
O 1.78934 -1.12650 0.10787  -0.543
C 1.26144 0.07447 -0.42759  -0.621
C -0.10331 0.46230 0.17157  0.543
C -1.04151 1.04601 -0.86795  -0.170
C -0.87158 -0.75447 0.73116  -1.283
H -1.25328 -1.38195 -0.08267  0.339
H -0.25998 -1.40588 1.36096  0.325
H -1.71990 -0.39562 1.31631  0.383
H 0.02631 1.21915 0.95626  0.219
H 1.16471 -0.10795 -1.50721  0.334
H 1.97997 0.90352 -0.30486  0.304
H -0.87167 0.69390 -1.91114  0.310
H 1.87145 -0.99165 1.05984  0.322

Cartesian forces, eV/Å:
O 0.395 -0.152 -0.157
O 0.143 0.222 0.211
C -0.010 0.130 -0.313
C 0.024 -0.090 0.068
C -0.232 0.174 0.164
C -0.129 -0.030 0.043
H 0.060 0.072 0.088
H -0.044 0.246 -0.092
H 0.011 -0.059 -0.100
H -0.091 -0.204 -0.069
H -0.014 0.003 0.226
H -0.224 -0.203 -0.043
H -0.037 0.060 0.079
H 0.148 -0.169 -0.105

Output
HOMO level	-9.92	eV
total energy	-307.66150	Eh
energy relative to the best compared isomer or geometry (same formula, charge and spin)	1.386	eV
LUMO level	0.69	eV
multiplicity	1

No. 3
DFT (ωB97M-V/def2-TZVPD) results for a 9-piece molecular cluster, C27H64F6N8O7P overall.

Each line ends with the Mulliken spin population.
Geometry (Å):
P 26.18266 -5.95186 -6.54619  0.000
F 27.01577 -5.30462 -7.77605  -0.001
F 25.71428 -7.26162 -7.46118  0.000
F 27.55889 -6.73942 -6.11636  0.000
F 26.49418 -4.66075 -5.59096  0.000
F 25.39588 -6.59145 -5.26531  0.000
F 24.89933 -5.00647 -7.02035  0.000
O 24.80286 -5.10298 -1.54317  0.000
O 27.88605 -8.11183 -1.97274  0.000
O 20.25804 -6.28629 -11.37939  0.000
O 21.66485 -8.71603 -8.12783  0.000
O 24.30899 -1.31089 -10.24773  0.000
O 29.95131 -5.65084 -2.31576  0.000
O 29.41078 -6.53090 -10.53425  0.000
N 22.23495 -5.45358 -10.66245  0.000
N 27.31785 -9.44748 -3.71325  0.000
N 27.54042 -7.74625 -11.02395  0.000
N 23.82228 -4.02399 -3.29263  0.000
N 28.68622 -3.77572 -2.13715  0.000
N 30.75611 -0.66990 -6.31915  0.737
N 21.92263 -9.05595 -5.89747  0.000
N 26.12086 -0.87903 -8.91988  -0.001
C 21.54186 -9.73424 -4.72461  0.000
C 29.51831 -2.84001 -6.66243  0.051
C 23.45355 -4.13755 -4.70059  0.000
C 26.54699 -9.64007 -4.95103  0.000
C 28.00217 -8.16023 -12.34573  0.000
C 22.45912 -4.63690 -11.84506  0.000
C 28.32394 -6.99970 -10.20909  0.000
C 24.40241 -5.09822 -2.69051  0.000
C 30.92028 0.46546 -5.45086  0.006
C 23.08169 -8.22924 -5.78707  0.000
C 27.62376 -2.92676 -2.67566  -0.001
C 29.63941 -1.51756 -5.89880  0.058
C 30.74019 -0.32921 -7.75076  -0.003
C 27.27002 -8.29905 -3.04725  0.000
C 26.38912 -2.26164 -8.58672  0.000
C 32.03667 -0.86850 -8.38906  0.073
C 26.22331 -8.13768 -10.55030  0.000
C 23.78979 -2.67467 -2.71719  0.000
C 23.27089 -5.42339 -9.58874  0.000
C 29.03000 -4.91434 -2.65902  0.000
C 25.05359 -0.49732 -9.68317  0.000
C 26.74172 0.09186 -8.02082  0.004
C 31.37689 0.12185 -4.02532  0.033
C 29.46701 -3.26379 -0.98281  0.000
C 21.28639 -9.24065 -7.06060  0.000
C 28.11209 -10.55356 -3.26384  0.000
C 21.07892 -6.13667 -10.51007  0.000
H 23.83252 -8.85079 -5.29917  0.000
H 25.70598 -10.33341 -4.94388  0.000
H 27.90063 -6.84686 -9.20427  0.000
H 26.58176 -0.25666 -7.00050  -0.001
H 27.23205 -10.15060 -5.62790  0.000
H 24.27302 -5.55589 -9.99651  0.000
H 29.63770 -1.74523 -4.83284  -0.042
H 27.80678 0.27574 -8.16205  -0.003
H 23.35323 -4.96035 -12.37803  0.000
H 26.64582 -7.58537 -3.60692  0.000
H 31.90532 0.94230 -3.53982  -0.002
H 30.66387 0.75804 -7.76310  0.016
H 21.54778 -4.69521 -12.44018  0.000
H 26.03259 -7.68667 -9.57649  0.000
H 27.98642 -9.24025 -12.49201  0.000
H 31.66707 1.10541 -5.92083  0.007
H 22.83330 -2.15286 -2.74790  0.000
H 26.80300 -2.85278 -1.96223  0.000
H 27.54631 -11.48028 -3.35964  0.000
H 29.02709 -10.80958 -3.79800  0.000
H 30.01734 -2.34217 -1.17219  0.000
H 23.11702 -6.26186 -8.90948  0.000
H 32.06817 -0.64515 -9.45548  -0.003
H 29.03445 -7.86080 -12.52698  0.000
H 24.94140 0.58942 -9.81955  0.000
H 20.41642 -9.89092 -6.88035  0.000
H 28.81738 -3.09487 -0.12401  0.000
H 23.49941 -7.82764 -6.71029  0.000
H 30.49674 0.01193 -3.39180  0.000
H 28.71905 -0.98536 -6.13925  0.052
H 22.62522 -3.60544 -11.53428  0.000
H 21.30606 -9.16997 -3.82233  0.000
H 25.51844 -7.68195 -11.24569  0.000
H 22.85466 -7.41263 -5.10172  0.000
H 28.35291 -5.09461 -3.50828  0.000
H 26.32872 -8.73544 -5.51856  0.000
H 24.18537 -3.58629 -5.29107  0.000
H 26.05871 -9.21516 -10.54259  0.000
H 32.86883 -0.46501 -7.81217  -0.005
H 25.98903 -2.50876 -7.60338  -0.002
H 29.87173 -0.78322 -8.22799  0.009
H 31.99960 -0.76079 -3.87946  -0.004
H 25.92837 -2.96203 -9.28332  0.000
H 24.15433 -2.65107 -1.69023  0.000
H 28.55694 -10.49127 -2.27070  0.000
H 27.44594 -2.51496 -8.50262  0.001
H 30.21091 -3.97094 -0.61587  0.000
H 21.04044 -6.55871 -9.49390  0.000
H 24.49427 -2.03306 -3.24646  0.000
H 24.36478 -5.98563 -3.34112  0.000
H 30.06134 1.10596 -5.25068  0.033
H 22.45039 -3.71161 -4.71937  0.000
H 23.36219 -5.16366 -5.05675  0.000
H 23.17327 -4.46192 -9.08460  0.000
H 27.17646 -3.16207 -3.64140  0.001
H 30.40649 -3.46485 -6.56861  -0.001
H 29.41267 -2.71646 -7.74025  -0.002
H 32.09515 -1.95286 -8.29503  -0.006
H 22.37917 -10.34582 -4.38845  0.000
H 27.37183 -7.66800 -13.08630  0.000
H 27.99512 -1.92836 -2.90674  0.000
H 20.74365 -10.47550 -4.76331  0.000
H 28.58119 -3.28269 -6.32489  -0.010
H 26.19509 1.03175 -8.09779  0.002

Cartesian forces, eV/Å:
P -0.120 0.230 -0.136
F -0.124 -0.087 0.049
F 0.226 1.523 0.703
F -1.025 0.601 0.072
F 1.297 -0.096 0.256
F -0.008 0.115 -0.877
F 0.082 -1.827 -0.273
O 0.334 -0.065 -0.091
O -1.484 0.105 -2.203
O -0.995 -0.032 -0.386
O -1.178 -1.181 1.654
O 1.174 1.597 0.924
O -0.757 0.910 -0.318
O -0.382 -0.143 0.223
N 1.193 0.110 0.373
N -0.557 -0.852 -1.078
N 0.656 -0.462 0.607
N 0.064 -0.087 -0.082
N 0.339 3.253 1.869
N -3.822 1.248 0.071
N -0.766 0.366 -0.849
N 0.765 0.858 0.338
C 0.282 -1.684 2.000
C 0.198 0.288 -0.413
C -0.550 0.685 0.801
C 1.560 -0.528 -0.887
C -0.116 0.426 0.089
C -0.169 -0.049 0.608
C 0.730 0.094 -0.445
C -0.676 0.555 0.697
C 2.864 0.563 1.308
C 0.748 0.162 0.730
C -0.035 0.375 0.293
C 0.476 -2.023 -0.429
C 0.888 -0.633 -0.094
C 1.374 0.654 2.415
C -0.455 -0.774 0.199
C -0.212 -0.020 0.359
C -0.105 0.603 -0.744
C 0.873 -0.271 0.093
C -1.231 0.042 -0.764
C 0.929 -2.956 -1.527
C -0.918 -2.289 -1.116
C -1.065 -0.163 -0.067
C -0.343 -0.189 0.935
C -0.483 -0.163 0.313
C 0.957 1.217 -1.516
C 0.672 -1.470 0.349
C 1.252 -0.085 0.556
H 0.365 0.241 -0.013
H -0.339 0.238 0.811
H -0.036 0.008 -0.195
H 0.090 -0.021 0.266
H 0.212 -0.115 -0.210
H -0.044 0.203 -0.206
H 0.343 0.409 0.027
H 0.093 -0.153 -0.362
H -0.117 -0.139 -0.241
H 0.084 0.360 0.581
H 0.117 0.208 -0.488
H 0.173 -0.029 -0.374
H 0.307 -0.042 -0.206
H 0.126 -0.304 -0.046
H -0.378 -0.080 0.217
H 0.032 0.064 -0.057
H -0.292 -0.521 -0.169
H -0.002 0.106 0.048
H -0.329 -0.012 0.335
H 0.034 0.727 -1.063
H -0.213 0.204 -0.437
H -0.204 0.171 0.105
H 0.162 0.292 0.205
H -0.141 0.279 0.364
H 0.043 -0.033 0.236
H -0.138 -0.020 -0.764
H -0.267 0.173 -0.117
H -0.525 -0.335 -0.030
H -0.034 -0.348 0.015
H -0.034 0.669 0.024
H 0.013 0.165 -0.014
H -0.054 0.906 -0.340
H -0.450 -0.206 -0.013
H 0.109 0.199 0.004
H 0.138 -0.748 -0.260
H -0.219 0.106 0.751
H -0.355 -0.048 -0.321
H 0.158 -0.024 0.107
H 0.247 0.144 -0.495
H -0.282 0.013 0.184
H 0.038 0.019 0.203
H -0.035 -0.045 -0.456
H 0.020 0.318 -0.093
H -0.220 -0.535 0.029
H -0.963 0.592 0.281
H 0.129 0.423 -0.430
H -0.245 -0.355 -0.604
H -0.396 -0.295 -0.064
H 0.108 0.110 -0.394
H 0.217 0.053 0.136
H -0.743 -0.410 -0.972
H -0.014 0.265 -0.740
H 0.359 0.119 0.288
H 0.411 -0.090 0.262
H 0.277 -1.227 0.073
H -0.300 -0.246 0.562
H -0.124 0.245 -0.007
H -0.213 -0.016 0.050
H 0.380 -0.138 0.048
H -0.024 -0.187 -0.264
H 0.334 0.388 0.569
H -0.275 0.297 -0.936
H 0.294 -0.567 0.099
H 0.235 0.129 -0.087

Output
HOMO level (alpha / beta)	-8.17 / -8.17	eV
total energy	-2972.49481	Eh
LUMO level (alpha / beta)	-0.88 / -5.51	eV
multiplicity	2